i) DFT (the ωB97M-V functional and the def2-TZVPD basis) results for a 2-piece molecular cluster, C3H5NOS2 overall.

Last columns: bonded neighbours and bond lengths (Å).
Geometry (Å):
1 C 0.4376 1.1534 0.2465  C2 1.315, H5 1.042, H6 1.109
2 C -0.6416 0.9571 -0.4793  C1 1.315, S3 1.864, S4 1.793
3 S -1.8821 -0.3515 -0.0062  C2 1.864, H7 1.437
4 S -0.9644 1.7309 -2.0646  C2 1.793, H8 1.326
5 H 0.5988 0.6949 1.1687  C1 1.042
6 H 1.2577 1.7470 -0.2062  C1 1.109
7 H -2.9929 0.4990 -0.3364  S3 1.437
8 H 0.1449 2.4344 -1.8811  S4 1.326
9 N 0.4052 -2.4720 0.6793  C10 1.182, H12 0.920
10 C 1.3675 -1.9371 1.1098  N9 1.182, O11 1.193
11 O 2.2593 -1.6064 1.8297  C10 1.193
12 H 0.0102 -2.8496 -0.0603  N9 0.920

## Properties
2S+1: 1
HOMO level, eV: -9.0
M, g mol⁻¹: 135.21
Gap between HOMO and LUMO, eV: 9.55
SMILES string: C=C(S)S.N=C=O

---

ii) DFT (the ωB97M-V functional and the def2-TZVPD basis) results for C3H5NOS2 in the gas phase.

Last columns: bonded neighbours and bond lengths (Å).
Geometry (Å):
1 C 0.0998 -1.8714 1.5762  O2 1.460, H8 1.084, H9 1.084, H10 1.090
2 O 0.8922 -1.1424 0.5894  C1 1.460, C3 1.363
3 C 0.1862 -0.2535 -0.1644  O2 1.363, C4 1.500, N6 1.281
4 C -1.0665 -0.7461 -0.8274  C3 1.500, S5 1.620, H11 1.101
5 S -2.3600 0.1498 -1.2137  C4 1.620
6 N 0.5214 0.9766 -0.2833  C3 1.281, S7 1.682
7 S 1.8864 1.5400 0.5210  N6 1.682, H12 1.336
8 H 0.7922 -2.1085 2.3753  C1 1.084
9 H -0.2420 -2.8033 1.1402  C1 1.084
10 H -0.7385 -1.2428 1.8759  C1 1.090
11 H -1.0362 -1.8339 -0.9972  C4 1.101
12 H 2.6971 0.4808 0.4506  S7 1.336

## Properties
2S+1: 1
HOMO level, eV: -8.7
M, g mol⁻¹: 135.21
Gap between HOMO and LUMO, eV: 7.59
SMILES string: CO/C(C=S)=N\S

---

Unit: eV. Relative energies: i) 0.000; ii) 0.662.